# 1
{"formula": "C7H10N2O2P", "method": "ωB97M-V/def2-TZVPD", "charge": 1, "energy_ha": -873.78177, "e_above_lowest_ev": 0.169, "homo_lumo_gap_ev": 8.5, "smiles": "Cc1cc2c(o1)[C@@H](OP)[NH+]=CN2", "homo_ev": -12.2, "elements": ["N", "H", "H", "H", "C", "N", "C", "C", "C", "H", "C", "H", "C", "H", "H", "C", "O", "H", "O", "H", "P", "H"], "xyz": [[-2.30725, 0.34057, 0.05605], [3.04522, 2.31293, 0.04061], [0.70580, -0.17141, 2.26816], [2.34592, 3.15223, 1.92116], [-2.16482, 0.98544, 1.18542], [-1.12495, 0.83702, 1.97990], [0.45196, -1.39900, -1.55092], [-1.16407, -0.25376, -0.49777], [1.28248, -2.26137, -2.34945], [-3.09987, 1.55793, 1.59857], [-0.03772, -0.28415, 0.23031], [-3.27265, 0.22018, -0.23849], [-0.92271, -1.04481, -1.60365], [2.25017, -1.77382, -2.36033], [1.36821, -3.12158, -1.71380], [0.21537, 0.45785, 1.56730], [0.89540, 1.74910, 1.26492], [-1.24703, 1.29082, 2.80812], [0.95743, -0.94755, -0.37956], [-1.71783, -1.12743, -2.29613], [2.57179, 1.90764, 1.41916], [0.96916, -2.42684, -3.34959]], "forces_ev_per_angstrom": [[-0.138, 0.734, -0.146], [-0.923, -0.268, 1.383], [0.607, -0.115, 0.910], [0.505, 1.278, 0.202], [-2.542, 0.073, 1.347], [0.274, -0.561, -2.354], [-4.332, 0.994, -0.091], [0.140, -0.486, 1.657], [1.256, 0.568, 0.844], [2.013, -1.267, -0.756], [1.300, 1.421, 2.969], [0.512, 0.088, -0.678], [1.882, -0.258, -1.062], [0.484, -0.180, -0.258], [0.337, -1.115, -0.355], [-0.109, 1.238, -3.944], [-0.887, -1.975, 0.414], [0.173, 1.550, 2.863], [-0.387, 0.291, -0.134], [0.045, -0.782, -1.234], [0.331, -0.884, -0.986], [-0.540, -0.344, -0.591]], "mulliken_charge": [-0.028, 0.084, 0.576, 0.063, -0.032, -0.079, 0.576, 0.831, -1.241, 0.306, 0.023, 0.281, -1.101, 0.358, 0.314, -0.062, -0.360, 0.184, -0.426, 0.416, -0.045, 0.362]}

# 2
{"formula": "C7H10N2O2S", "method": "ωB97M-V/def2-TZVPD", "charge": 0, "energy_ha": -930.75528, "e_above_lowest_ev": 4.998, "homo_lumo_gap_ev": 8.8, "smiles": "CC(C)(C)c1ncsc1[N+](=O)[O-]", "homo_ev": -9.6, "elements": ["C", "H", "O", "H", "O", "C", "H", "H", "N", "C", "C", "N", "H", "H", "S", "H", "H", "C", "C", "H", "C", "H"], "xyz": [[-0.91646, -2.67328, -1.08142], [-0.83257, 0.59337, 2.66814], [1.18594, 1.28608, -1.99620], [-1.24606, -3.63360, -0.85893], [0.22829, 0.57332, -3.79501], [-0.20540, -0.71297, -0.38151], [1.65623, 1.30597, 1.69521], [-0.23739, -1.06363, 2.45563], [-0.72662, -1.88225, -0.09174], [0.09944, 0.28224, 0.72217], [1.56572, 0.47935, 1.02139], [0.55806, 0.49700, -2.65244], [-0.20176, 2.43895, 1.24036], [-1.60385, -0.53312, 1.49567], [-0.39735, -2.02638, -2.54262], [1.91410, -0.38684, 1.32019], [2.16435, 0.69525, 0.08346], [-0.51307, 1.74534, 0.47190], [-0.73315, -0.21415, 2.01510], [-0.17374, 2.14934, -0.48732], [0.04204, -0.55643, -1.86259], [-1.62673, 1.63643, 0.56057]], "forces_ev_per_angstrom": [[0.907, 0.941, -0.915], [-0.373, 1.117, 1.127], [1.286, 1.418, -0.288], [-0.616, -1.683, -0.499], [0.099, 0.165, -1.884], [1.690, 2.550, -3.248], [0.388, 0.158, 0.623], [0.003, -0.282, 0.334], [-0.245, 0.335, 1.950], [-1.843, 1.863, 1.231], [-0.833, 3.065, -3.578], [-0.974, -0.450, 2.142], [0.233, -0.069, 0.357], [-1.309, -0.202, 0.689], [-0.522, -0.858, -1.741], [2.142, -4.172, 2.272], [-0.822, 0.140, 0.988], [-0.757, -1.734, -0.628], [2.153, -0.524, -2.926], [-0.452, -0.030, 0.197], [-1.035, -2.154, 4.294], [0.880, 0.407, -0.496]], "mulliken_charge": [-0.373, 0.486, -0.583, 0.519, -0.596, -0.340, 0.382, 0.363, -0.511, 1.826, -1.636, 0.960, 0.417, 0.503, -0.171, 0.585, 0.306, -1.394, -1.815, 0.370, 0.359, 0.344]}

# 3
{"formula": "C7H10N2O3", "method": "ωB97M-V/def2-TZVPD", "charge": 0, "energy_ha": -607.65419, "e_above_lowest_ev": 9.341, "homo_lumo_gap_ev": 7.6, "homo_ev": -8.1, "elements": ["H", "C", "H", "H", "C", "H", "N", "H", "C", "C", "H", "H", "C", "H", "C", "O", "O", "H", "H", "N", "O", "C"], "xyz": [[2.29762, -0.47153, 1.89908], [2.69950, 1.16662, -1.10425], [2.02724, 2.14409, -1.39450], [3.71690, 1.74364, -0.50879], [-0.07126, 1.43918, 0.47789], [-3.96909, 1.46836, -0.07418], [1.97631, 0.43158, -0.06626], [0.57524, 2.38991, 0.56437], [-0.27165, -0.74603, -0.48070], [-1.46654, 1.56943, 0.53857], [-1.91358, 2.58780, 0.96021], [-3.33528, -1.53758, -0.58776], [0.57257, 0.35237, -0.10469], [2.95606, 0.65055, -2.17869], [-1.71033, -0.73265, -0.27296], [-2.43914, -1.87392, -0.56283], [2.89865, -1.40140, 1.27353], [3.59899, -0.67822, -0.50840], [0.27680, -1.54681, -0.90791], [2.72082, -0.89132, -0.04347], [-3.51401, 0.22603, 0.31800], [-2.19809, 0.42811, 0.15865]], "forces_ev_per_angstrom": [[2.933, -4.023, -2.500], [0.731, 4.536, -0.541], [1.588, -2.476, 0.619], [-2.770, -2.121, -2.195], [0.163, 3.070, -0.932], [1.361, -5.439, 1.852], [3.242, -2.455, -0.793], [-1.089, -1.582, 0.544], [0.272, 1.276, 0.702], [0.542, 0.839, 0.598], [0.651, -2.611, -1.094], [-0.781, -0.204, 0.026], [-2.986, -1.484, 0.418], [-0.523, 0.801, 2.853], [6.066, -2.563, -1.799], [0.934, 1.505, 0.219], [-2.805, 5.071, 2.177], [0.333, 0.102, 0.930], [-0.081, -1.085, -0.271], [-2.267, 0.309, -0.848], [-4.559, 7.180, -1.328], [-0.955, 1.355, 1.362]], "mulliken_charge": [0.370, -0.997, 0.305, 0.274, -0.114, 0.369, 0.049, 0.230, -0.453, -1.045, 0.168, 0.330, 0.129, 0.316, -0.075, -0.546, -0.456, 0.302, 0.493, -0.254, -0.742, 1.345]}